(1)
DFT (ωB97M-V/def2-TZVPD) results for the molecule C10H20NO5PS2.

Atoms and positions in Å:
C -6.693 -0.409 -0.018
C -5.528 -0.413 -1.195
H -5.241 -1.336 -1.483
H -5.972 0.098 -2.105
O -4.482 0.128 -0.925
C -3.680 -0.448 0.006
O -3.814 -1.639 0.461
C -2.462 0.533 0.202
N -1.535 -0.269 0.942
C -0.157 0.030 1.127
O 0.148 1.384 0.870
C 0.612 -0.910 1.595
H 0.593 -1.291 2.660
H 0.559 -1.875 1.243
S 2.435 -0.535 1.335
P 2.272 -0.311 -0.545
S 0.741 -0.943 -1.544
O 3.504 -1.243 -1.095
C 4.973 -0.995 -0.712
C 5.207 -2.360 0.153
H 4.552 -2.574 0.810
H 4.990 -3.140 -0.500
H 6.267 -2.255 0.417
H 4.873 -0.215 0.226
H 5.523 -0.738 -1.742
O 3.051 1.179 -1.002
C 2.288 2.218 -0.921
C 2.656 3.293 0.336
H 3.618 3.174 0.593
H 2.239 2.553 1.285
H 2.199 4.239 0.292
H 2.585 2.941 -1.920
H 1.232 2.274 -0.968
H -1.786 -1.388 1.133
H -2.817 1.287 0.942
H -1.946 1.126 -0.548
H -7.614 -0.889 -0.646
H -6.989 0.628 0.458
H -6.401 -0.910 0.783

For the HOMO energy, the calculation gives -9.03 eV. As for the SMILES: CCOC(=O)CNC(=O)CSP(=S)(OCC)OCC. The calculation puts the HOMO-LUMO gap at 9.13 eV. As for the energy above the lowest of the compared OMol25 structures with the same formula, charge and spin: 11.263 eV. As for the total charge: 0.

(2)
DFT (ωB97M-V/def2-TZVPD) results for a cluster of 2 separate species, C4H7NO2 in total.

Atoms and positions in Å:
O -1.904 -0.306 -0.309
C 0.109 -1.013 0.172
C 0.379 -0.376 -1.130
N -0.189 0.910 -0.947
C -0.088 1.331 0.417
C 0.028 0.034 1.211
O 0.051 -0.103 2.417
H -2.135 -1.044 0.229
H 0.446 -2.030 0.435
H 1.458 -0.252 -1.321
H -0.064 -0.962 -1.941
H -0.487 1.487 -1.698
H -0.946 1.903 0.779
H 0.837 1.905 0.549

For the HOMO energy (spin up / spin down), the calculation gives -8.33 / -8.46 eV. The calculation puts the HOMO-LUMO gap (spin up / spin down) at 7.14 / 7.22 eV. As for the energy above the lowest of the compared OMol25 structures with the same formula, charge and spin: 5.294 eV. As for the total charge: 0.

(3)
DFT (ωB97M-V/def2-TZVPD) results for a structure of composition C38H104F3N8O14V.

Atoms and positions in Å:
V 3.093 0.854 -2.086
C 0.863 0.381 0.439
O 0.037 0.400 -0.744
O 2.118 0.906 -0.058
C 0.239 0.774 1.809
F -0.533 1.877 1.563
F -0.427 -0.177 2.489
F 1.226 1.107 2.672
C -1.255 -0.272 -0.746
C -1.993 0.177 -2.002
H -1.415 -0.175 -2.856
H -3.031 -0.155 -2.016
H -1.923 1.257 -2.132
H -1.823 -0.111 0.171
H -0.965 -1.313 -0.892
H 0.978 -0.677 0.675
C -1.033 1.823 -5.747
C -0.630 3.297 -5.771
C 0.820 3.553 -6.299
O 1.928 2.996 -5.482
C 3.192 3.158 -6.093
N -1.673 3.879 -6.577
H -2.007 1.596 -5.314
H -0.302 1.195 -5.239
H -1.117 1.463 -6.773
H -0.742 3.828 -4.826
H 0.869 4.640 -6.361
H 0.747 3.267 -7.349
H 3.857 2.441 -5.611
H 3.604 4.138 -5.853
H 3.165 2.886 -7.148
H -1.347 4.788 -6.874
H -1.786 3.364 -7.438
C -5.503 -3.350 0.231
C -4.215 -3.007 0.927
C -4.220 -1.595 1.580
O -4.363 -0.599 0.582
C -4.461 0.742 1.103
N -3.930 -3.978 1.875
H -5.449 -4.258 -0.370
H -5.622 -2.589 -0.540
H -6.302 -3.166 0.949
H -3.398 -3.010 0.206
H -3.381 -1.451 2.260
H -5.107 -1.503 2.207
H -4.993 0.748 2.054
H -4.995 1.372 0.392
H -3.492 1.236 1.163
H -3.263 -3.481 2.448
H -4.677 -4.156 2.531
C 3.898 5.200 4.056
C 3.046 4.050 3.859
C 2.017 3.902 5.033
O 2.624 3.844 6.355
C 3.676 2.864 6.450
N 2.348 4.066 2.573
H 4.429 5.381 3.121
H 4.518 5.081 4.945
H 3.201 6.005 4.286
H 3.619 3.128 3.948
H 1.444 2.991 4.861
H 1.308 4.727 4.962
H 3.792 2.656 7.513
H 4.630 3.184 6.031
H 3.442 1.919 5.961
H 1.784 3.244 2.414
H 1.793 4.909 2.621
C -1.832 -4.249 -2.264
C -3.183 -4.432 -2.909
C -3.258 -3.851 -4.403
O -3.023 -2.411 -4.473
C -4.170 -1.650 -4.084
N -3.582 -5.823 -2.899
H -1.749 -4.621 -1.243
H -1.704 -3.167 -2.285
H -1.075 -4.740 -2.877
H -3.883 -3.872 -2.288
H -4.175 -4.189 -4.886
H -2.408 -4.277 -4.936
H -5.081 -1.992 -4.574
H -3.948 -0.601 -4.276
H -4.236 -1.868 -3.018
H -3.658 -6.057 -1.919
H -4.536 -5.811 -3.231
C -2.180 -0.568 5.556
C -1.590 0.803 5.866
C -2.610 1.935 6.191
O -3.579 2.123 5.176
C -3.152 2.432 3.880
N -0.683 0.638 6.973
H -3.116 -0.723 6.093
H -1.562 -1.428 5.815
H -2.374 -0.711 4.494
H -0.968 1.140 5.037
H -2.061 2.874 6.272
H -3.140 1.824 7.137
H -2.758 1.557 3.364
H -2.352 3.172 3.910
H -3.984 2.852 3.315
H -0.172 1.508 6.951
H 0.028 -0.046 6.755
C 3.817 -0.449 4.187
C 5.326 -0.458 3.801
C 6.086 -1.531 4.579
O 7.404 -1.529 4.272
C 8.171 -0.592 5.003
N 5.342 -0.669 2.394
H 3.752 -0.348 5.271
H 3.293 -1.354 3.878
H 3.388 0.466 3.778
H 5.815 0.483 4.055
H 5.652 -2.495 4.315
H 5.951 -1.416 5.654
H 7.778 0.422 5.083
H 9.215 -0.544 4.693
H 8.233 -0.852 6.060
H 6.272 -0.947 2.117
H 5.164 0.240 1.992
C -4.745 3.959 -3.181
C -3.719 4.827 -2.537
C -2.396 4.034 -2.227
O -1.534 4.880 -1.522
C -0.577 4.197 -0.711
N -3.567 5.928 -3.528
H -5.753 4.350 -3.043
H -4.722 2.940 -2.794
H -4.678 3.829 -4.261
H -4.171 5.215 -1.624
H -1.925 3.564 -3.090
H -2.695 3.218 -1.569
H 0.053 3.501 -1.264
H -1.133 3.650 0.050
H 0.071 4.931 -0.232
H -2.825 6.532 -3.206
H -3.115 5.642 -4.385
C 1.584 -4.383 -1.377
C 1.216 -4.615 0.112
C 2.110 -5.713 0.747
O 2.157 -6.993 0.079
C 3.066 -7.917 0.661
N 1.444 -3.351 0.871
H 1.315 -3.463 -1.896
H 1.311 -5.207 -2.037
H 2.674 -4.370 -1.370
H 0.167 -4.903 0.177
H 1.794 -5.904 1.772
H 3.133 -5.349 0.843
H 2.695 -8.379 1.575
H 4.090 -7.543 0.689
H 3.152 -8.680 -0.113
H 2.410 -3.065 0.788
H 1.070 -2.593 0.318
C 1.779 -2.209 -5.790
C 0.383 -2.798 -5.524
O -0.346 -1.913 -4.582
O 2.592 -2.257 -4.644
H 1.683 -1.199 -6.189
H 2.319 -2.771 -6.552
H 0.522 -3.748 -5.008
H -0.102 -2.963 -6.486
H -1.269 -2.146 -4.705
H 2.837 -3.176 -4.513
O 4.413 2.023 1.291
H 4.196 2.841 1.739
H 3.578 1.712 0.942
O 1.512 0.015 -3.297
H 0.625 0.063 -2.942
H 1.483 -0.713 -3.918

For the HOMO energy (spin up / spin down), the calculation gives -6.32 / -8.50 eV. The calculation puts the HOMO-LUMO gap (spin up / spin down) at 6.59 / 8.69 eV. The multiplicity is 5. As for the total charge: 0.

(4)
DFT (ωB97M-V/def2-TZVPD) results for a structure of composition C13H24AlN2O4S.

Atoms and positions in Å:
C -1.903 3.178 0.897
C -2.830 2.620 -0.270
O -2.607 1.211 -0.299
C -3.626 0.501 -1.015
O -4.250 1.358 -1.977
Al -3.880 0.775 -3.695
O -2.709 -0.547 -3.109
C -3.238 -0.817 -1.800
C -2.617 -2.041 -1.032
C -1.705 -1.662 0.194
C -0.300 -1.130 -0.325
C 0.767 -2.284 -0.248
C 1.395 -2.489 1.187
C 1.946 -1.178 1.856
C 3.315 -0.716 1.227
S 4.060 0.492 2.392
C 5.580 1.151 1.700
N 6.001 1.301 0.418
N 7.212 1.884 0.545
C 7.544 2.110 1.823
O 6.496 1.621 2.597
H -0.836 2.869 0.772
H -2.305 2.736 1.854
H -2.018 4.292 1.021
H -2.449 3.058 -1.224
H -3.871 2.924 -0.004
H -4.516 0.264 -0.348
H -5.268 0.314 -4.344
H -3.182 1.996 -4.480
H -4.270 -1.217 -2.076
H -3.380 -2.819 -0.746
H -1.943 -2.565 -1.773
H -1.519 -2.599 0.783
H -2.189 -0.922 0.890
H 0.018 -0.177 0.168
H -0.419 -0.876 -1.418
H 0.235 -3.249 -0.493
H 1.600 -2.177 -1.000
H 2.174 -3.299 1.203
H 0.564 -2.857 1.858
H 2.159 -1.442 2.936
H 1.190 -0.348 1.910
H 3.953 -1.618 1.047
H 3.150 -0.226 0.236
H 8.473 2.600 2.161

For the HOMO energy, the calculation gives -4.94 eV. The calculation puts the HOMO-LUMO gap at 7.17 eV. As for the total charge: -1.

(5)
DFT (ωB97M-V/def2-TZVPD) results for a cluster of 16 separate species, C22H80N4O16 in total.

Atoms and positions in Å:
C -2.718 -10.974 -11.424
C -4.021 -11.512 -10.763
O -3.916 -12.929 -10.757
H -2.618 -11.295 -12.461
H -1.834 -11.325 -10.891
H -2.763 -9.887 -11.499
H -4.940 -11.243 -11.283
H -4.035 -11.162 -9.731
H -4.708 -13.270 -10.336
C -8.003 -8.751 -13.023
C -7.050 -7.751 -12.377
O -6.448 -6.944 -13.340
H -7.520 -9.313 -13.823
H -8.888 -8.251 -13.416
H -8.353 -9.501 -12.313
H -6.259 -8.260 -11.825
H -7.517 -7.095 -11.642
H -5.703 -6.507 -12.920
C -13.135 -16.281 -14.686
C -12.980 -14.821 -15.170
O -11.580 -14.466 -15.059
H -13.961 -16.808 -15.163
H -13.409 -16.365 -13.634
H -12.176 -16.770 -14.857
H -13.593 -14.110 -14.616
H -13.199 -14.619 -16.219
H -11.194 -14.936 -15.802
C 1.520 -8.827 -15.517
C 2.675 -7.926 -16.087
C 3.668 -7.527 -14.912
O 3.275 -6.474 -14.038
C 4.208 -5.967 -13.077
N 3.336 -8.648 -17.091
H 1.887 -9.719 -15.009
H 0.724 -9.130 -16.197
H 1.134 -8.309 -14.639
H 2.245 -7.041 -16.556
H 4.645 -7.274 -15.325
H 3.845 -8.413 -14.302
H 4.502 -6.803 -12.442
H 3.768 -5.359 -12.288
H 5.030 -5.474 -13.595
H 4.221 -8.235 -17.346
H 3.666 -9.406 -16.510
C -11.591 -10.210 -17.767
C -12.332 -8.874 -17.925
C -12.955 -8.299 -16.600
O -13.754 -9.332 -16.056
C -14.017 -9.153 -14.704
N -11.295 -7.995 -18.398
H -10.840 -10.153 -16.979
H -11.097 -10.541 -18.680
H -12.253 -11.029 -17.485
H -12.997 -8.919 -18.788
H -13.560 -7.396 -16.683
H -12.110 -8.065 -15.952
H -13.173 -9.024 -14.026
H -14.556 -10.040 -14.369
H -14.754 -8.359 -14.589
H -10.819 -8.264 -19.247
H -11.754 -7.185 -18.789
C -4.825 -10.889 -16.575
C -5.618 -11.838 -17.485
C -6.653 -12.711 -16.762
O -6.082 -13.709 -15.881
C -6.551 -13.675 -14.528
N -6.212 -11.025 -18.584
H -5.476 -10.054 -16.314
H -3.945 -10.482 -17.073
H -4.554 -11.365 -15.633
H -4.908 -12.505 -17.974
H -7.213 -13.287 -17.499
H -7.346 -12.051 -16.241
H -6.689 -12.642 -14.209
H -6.026 -14.281 -13.790
H -7.554 -14.101 -14.557
H -5.501 -10.476 -19.045
H -6.688 -10.226 -18.190
C -7.610 -7.087 -22.729
C -8.056 -8.391 -23.461
C -6.818 -9.125 -24.017
O -7.169 -10.253 -24.844
C -6.021 -11.101 -25.132
N -8.800 -9.115 -22.423
H -8.503 -6.568 -22.381
H -7.166 -6.432 -23.480
H -6.902 -7.238 -21.914
H -8.746 -8.162 -24.273
H -6.254 -9.428 -23.134
H -6.172 -8.588 -24.711
H -6.400 -12.115 -25.262
H -5.380 -11.134 -24.251
H -5.346 -10.746 -25.911
H -8.033 -9.493 -21.886
H -9.361 -9.889 -22.749
O -7.276 -14.143 -21.151
H -6.508 -14.697 -21.013
H -7.053 -13.314 -20.728
O -3.485 -15.284 -20.795
H -2.719 -15.545 -20.285
H -3.228 -14.460 -21.210
O -4.295 -5.780 -18.020
H -3.993 -5.017 -17.529
H -5.138 -6.002 -17.624
O -3.062 -8.453 -20.620
H -3.225 -7.663 -20.106
H -2.177 -8.335 -20.968
O -6.598 -15.369 -8.641
H -7.375 -15.040 -9.092
H -6.936 -15.751 -7.830
O -7.571 -7.021 -17.022
H -8.510 -7.202 -16.982
H -7.256 -7.187 -16.134
O -2.719 -15.349 -15.039
H -2.683 -16.097 -15.636
H -3.521 -14.887 -15.281
O -2.079 -11.943 -20.824
H -1.309 -11.949 -20.256
H -2.526 -11.123 -20.614
O -7.207 -17.658 -17.707
H -7.070 -16.961 -17.066
H -8.142 -17.616 -17.911

For the HOMO energy, the calculation gives -9.19 eV. The calculation puts the HOMO-LUMO gap at 9.32 eV. As for the total charge: 0.

(6)
DFT (ωB97M-V/def2-TZVPD) results for the molecule C3H4ClFS.

Atoms and positions in Å:
C -0.538 1.273 0.068
C -0.502 -0.251 -0.157
C 0.723 -1.124 0.215
H -0.896 1.754 -0.905
H -1.268 1.310 0.816
H 0.390 1.759 0.290
H 1.113 -0.938 1.186
F 0.648 -2.433 0.012
S -1.771 -1.054 -0.753
Cl 2.102 -0.297 -0.773

For the HOMO energy, the calculation gives -9.12 eV. As for the SMILES: CC(=S)[C@@H](F)Cl. The calculation puts the HOMO-LUMO gap at 8.44 eV. As for the energy above the lowest of the compared OMol25 structures with the same formula, charge and spin: 0.731 eV. As for the total charge: 0.

(7)
DFT (ωB97M-V/def2-TZVPD) results for the molecule C15H19ClN6O2.

Atoms and positions in Å:
O 0.203 4.474 0.075
Cl 0.222 0.085 2.769
N 2.039 -1.023 -1.542
N 0.352 0.502 -1.062
O -0.797 -4.933 -2.480
C 0.259 3.268 -0.069
C 0.802 -0.733 -1.254
C 2.861 0.001 -1.744
C 1.112 1.535 -1.395
C 2.444 1.332 -1.683
C -1.054 3.247 5.006
C -1.095 4.276 3.973
C -0.505 2.014 4.572
C -0.953 3.934 2.660
C -0.206 1.721 3.224
C -0.420 2.696 2.262
N -0.391 2.373 0.848
N 0.510 3.503 -2.628
N 0.613 2.814 -1.307
N -0.061 -1.695 -0.951
C -1.817 -5.301 -3.368
C 0.709 -3.610 0.472
C -1.151 -3.985 -1.442
C 0.123 -3.176 -0.937
H 3.938 -0.216 -1.845
H 3.162 2.073 -1.850
H -1.321 3.303 6.068
H -1.386 5.280 4.276
H -0.324 1.310 5.328
H -1.150 4.765 1.910
H -0.323 1.420 0.550
H 1.236 4.224 -2.707
H -0.396 3.793 -2.827
H -0.869 -1.210 -0.488
H -2.704 -5.655 -2.794
H -1.432 -5.984 -4.116
H -2.205 -4.410 -3.821
H 0.973 -4.654 0.422
H 1.603 -3.018 0.717
H -0.052 -3.454 1.291
H -1.690 -4.330 -0.543
H -1.796 -3.258 -1.836
H 0.939 -3.299 -1.735

For the HOMO energy, the calculation gives -8.59 eV. As for the SMILES: COC[C@H](C)Nc1nccc(N(N)C(=O)Nc2ccccc2Cl)n1. The calculation puts the HOMO-LUMO gap at 9.26 eV. As for the energy above the lowest of the compared OMol25 structures with the same formula, charge and spin: 0.000 eV. As for the total charge: 0.

Number 1: E_tot -1961.4366 hartree. Number 2: E_tot -361.6863 hartree. Number 3: E_tot -4244.8771 hartree. Number 4: E_tot -1560.8594 hartree. Number 5: E_tot -2308.8290 hartree. Number 6: E_tot -1074.9128 hartree. Number 7: E_tot -1522.1267 hartree.